# 1
# C12H40N3O7

A cluster of 6 separate species, C12H40N3O7 in total at a distorted geometry (the ωB97M-V functional and the def2-TZVPD basis, OMol25).

Geometry as XYZ:
```
62
Properties=species:S:1:pos:R:3:forces:R:3
N -23.4380 4.2105 -8.9821 -0.2 1.3 -1.1
H -23.4501 3.2080 -8.8602 -0.4 -1.5 0.9
H -23.8466 4.3918 -9.8878 -0.4 0.0 -0.5
H -22.4567 4.4302 -9.0767 0.7 0.5 0.3
H -23.9578 4.8061 -8.3534 -0.2 -0.1 0.6
C -25.5155 1.1095 -7.0031 -0.1 0.6 3.0
C -24.0977 1.7784 -6.9265 -1.8 -0.1 -1.7
C -23.2327 1.4279 -5.7306 -0.4 -0.7 -0.4
O -22.0227 2.1623 -5.6507 -0.3 0.2 -0.2
C -22.1431 3.5276 -5.3545 0.2 1.5 -0.2
N -23.5539 1.5968 -8.2824 0.7 -0.5 0.2
H -25.6298 0.0289 -6.9176 0.8 -0.2 -0.5
H -26.2536 1.4800 -7.7144 0.7 0.2 -0.5
H -25.9343 1.4306 -6.0494 -0.6 0.0 0.2
H -24.3190 2.8444 -6.8740 -0.1 0.2 0.4
H -22.9491 0.3755 -5.7364 0.2 0.0 -0.3
H -23.9018 1.4846 -4.8720 0.2 0.6 0.5
H -22.9811 4.0704 -5.7917 -1.0 -0.6 0.3
H -21.3916 4.1632 -5.8229 1.0 -0.8 -0.3
H -22.0407 3.7938 -4.3025 -0.4 -0.5 0.3
H -24.3052 1.1220 -8.7622 0.5 -0.3 -0.5
H -22.7427 0.9960 -8.2477 0.2 -0.2 -0.3
C -23.4480 8.9667 -7.2562 -1.0 -0.4 0.4
C -23.6573 7.4579 -7.6303 -1.5 0.2 1.5
C -25.2219 7.0873 -7.4643 1.6 0.6 0.8
O -25.5707 5.7001 -7.5365 1.6 0.5 -0.2
C -26.9544 5.4573 -7.4479 0.3 -1.3 -0.3
N -23.2686 7.2031 -8.9698 0.1 0.1 -1.2
H -22.4247 9.3148 -7.1155 0.1 -0.5 -0.1
H -24.0067 9.2293 -6.3579 0.2 -0.1 0.3
H -23.8859 9.6213 -8.0097 0.0 -0.1 -0.4
H -23.0561 6.8271 -6.9756 -0.2 -0.1 0.4
H -25.7716 7.6869 -8.1899 -0.2 -0.1 -0.2
H -25.4429 7.4661 -6.4664 -0.5 0.0 0.1
H -27.3195 5.6655 -6.4422 -0.5 1.0 -0.4
H -27.1238 4.3820 -7.5048 0.5 -0.3 -0.1
H -27.4138 5.8045 -8.3734 -0.7 0.8 0.6
H -22.2873 7.4199 -9.0708 0.4 -0.1 -0.1
H -23.7140 7.9889 -9.4218 -0.1 -0.1 -1.1
O -25.0140 4.0304 -11.2070 -0.1 0.1 -0.1
H -25.5351 4.8005 -11.4342 -0.2 0.3 -0.2
H -25.5696 3.2870 -11.4413 -0.1 -0.3 -0.1
C -18.6160 3.4194 -8.5685 0.7 -0.6 0.9
C -19.6399 3.8015 -9.5726 -0.2 0.6 -0.4
O -20.8497 4.3108 -8.9705 0.5 -0.5 0.6
O -17.9686 4.4889 -7.8954 -0.1 0.1 -0.3
H -17.8308 2.8004 -9.0025 0.2 0.4 -0.4
H -19.0446 2.7135 -7.8571 -0.5 0.1 0.3
H -19.8522 2.8895 -10.1305 -0.4 0.4 -0.3
H -19.3554 4.6592 -10.1821 0.7 -0.6 -0.6
H -20.5411 4.9793 -8.3545 -0.2 0.2 0.1
H -18.6109 5.0534 -7.4591 0.0 -0.1 0.2
C -22.8309 6.4344 -13.6234 -1.2 2.3 -0.3
C -22.4110 6.2564 -12.1906 -0.7 0.1 -0.5
O -21.2429 5.5565 -12.2891 2.6 -1.3 1.2
O -22.1247 7.5075 -14.3100 0.0 -0.6 0.7
H -23.8219 6.8877 -13.6030 -0.5 -0.6 -0.4
H -22.7346 5.5224 -14.2126 -0.3 -0.1 0.3
H -23.0722 5.6535 -11.5681 -0.3 -0.2 -0.5
H -22.3504 7.1855 -11.6239 0.3 0.5 -0.3
H -20.6123 6.0139 -12.8502 0.1 0.1 0.1
H -21.1811 7.3316 -14.3247 0.1 -0.1 -0.2
```
Positions in Å, forces in eV/Å.

Properties
charge	+1
largest force on an atom	3.2	eV Å⁻¹
highest occupied orbital energy	-12.6	eV



# 2
# C25H57N4O5

A cluster of 3 separate species, C25H57N4O5 in total (the ωB97M-V functional and the def2-TZVPD basis, OMol25).

Geometry as XYZ:
```
91
Properties=species:S:1:pos:R:3:forces:R:3
C 5.8535 1.5448 1.2216 -0.2 -0.1 0.5
C 5.6011 0.0845 1.6666 0.4 0.2 -0.5
C 5.4905 -0.9291 0.5051 -0.3 -0.3 0.5
C 4.0456 -1.3669 0.2464 0.2 0.9 -0.4
C 3.2180 -0.2247 -0.3935 -0.2 -0.2 0.3
C 1.8285 -0.0246 0.2545 0.3 -0.4 -0.8
C 0.6952 -0.7362 -0.5235 0.1 0.6 0.3
C -0.1245 0.2241 -1.4084 -0.3 -0.5 0.0
C 0.3685 0.3381 -2.8619 0.3 -0.1 0.2
C 1.4794 1.3836 -3.0934 0.0 0.2 0.3
C 1.0567 2.6137 -3.9024 -0.5 -0.2 -0.3
C -0.2440 3.2802 -3.4243 0.5 -0.3 0.0
C -0.1270 3.8096 -1.9985 -0.3 0.4 0.1
C -1.4619 4.0671 -1.2719 0.0 0.3 -0.4
C -2.5259 3.0152 -1.5848 0.3 0.0 0.1
N -3.4682 2.7668 -0.4438 -0.1 0.3 0.2
C -4.7140 2.0484 -0.8786 -0.4 -0.2 -0.7
C -4.5036 0.7068 -1.5733 0.0 -0.4 0.4
C -4.2451 -0.5059 -0.6575 0.2 0.0 -0.3
C -3.5693 -1.6770 -1.4027 -0.1 0.0 0.2
C -4.3442 -2.9795 -1.2335 -0.2 0.3 -0.3
O -4.6112 -3.3211 0.1039 0.1 -0.1 0.1
C -3.4663 -3.3794 0.9381 -0.2 0.0 0.0
C -2.7758 2.1344 0.7180 0.2 -0.6 0.4
N -3.6987 1.8555 1.7842 0.2 0.0 0.1
C -2.9448 1.2919 2.9231 -0.6 -0.2 -0.1
H 5.0572 2.1985 1.5794 -0.1 0.1 -0.2
H 6.7718 1.9300 1.6629 0.1 0.0 -0.1
H 5.9231 1.6316 0.1399 0.0 0.1 -0.1
H 6.4388 -0.2320 2.2869 -0.1 0.0 0.2
H 4.7074 0.0389 2.2886 0.0 -0.1 0.1
H 6.0541 -1.8204 0.7757 0.1 0.0 -0.2
H 5.9342 -0.5045 -0.3967 0.1 -0.1 -0.1
H 3.6180 -1.6325 1.2110 -0.1 -0.2 0.0
H 4.0255 -2.2353 -0.4098 0.0 -0.2 0.1
H 3.7706 0.7149 -0.3540 0.1 0.0 0.1
H 3.0924 -0.4522 -1.4542 0.0 0.1 -0.1
H 1.8487 -0.4159 1.2695 0.0 0.2 0.1
H 1.6319 1.0493 0.2848 -0.2 0.0 0.2
H 1.1129 -1.5118 -1.1654 0.0 -0.2 0.1
H 0.0530 -1.2217 0.2133 -0.2 0.0 -0.1
H -1.1586 -0.1398 -1.4347 0.0 0.0 0.0
H -0.1541 1.1955 -0.9093 0.0 0.1 -0.1
H -0.4835 0.4899 -3.5273 0.0 0.1 -0.1
H 0.7710 -0.6416 -3.1245 -0.1 -0.1 -0.1
H 1.8664 1.6980 -2.1209 0.0 0.0 0.0
H 2.3245 0.9092 -3.5911 0.0 0.1 -0.1
H 1.8539 3.3560 -3.9485 0.1 -0.1 0.1
H 0.8692 2.2749 -4.9255 0.1 0.1 -0.1
H -1.0278 2.5310 -3.5374 -0.1 0.1 0.1
H -0.4845 4.0898 -4.1154 -0.1 0.1 0.1
H 0.3894 4.7698 -2.0490 0.1 0.0 0.1
H 0.4929 3.1715 -1.3732 0.0 -0.2 -0.1
H -1.2623 4.1660 -0.2058 0.0 -0.1 0.1
H -1.8449 5.0391 -1.5915 -0.1 0.0 0.0
H -2.0784 2.0590 -1.8402 0.0 -0.1 0.1
H -3.1307 3.3462 -2.4257 -0.1 -0.1 0.0
H -3.7750 3.6848 -0.1153 -0.1 0.0 0.1
H -5.3924 1.9414 -0.0368 0.2 0.1 0.2
H -5.2050 2.7241 -1.5794 0.1 0.1 0.0
H -3.7316 0.7470 -2.3406 0.1 0.2 0.0
H -5.4383 0.5138 -2.1024 0.0 0.0 -0.1
H -5.1909 -0.8500 -0.2366 0.0 0.0 0.1
H -3.5996 -0.2497 0.1818 -0.1 0.1 0.1
H -2.5438 -1.7807 -1.0464 0.0 -0.1 0.0
H -3.5018 -1.4805 -2.4749 0.0 0.1 0.0
H -5.3194 -2.8312 -1.7025 -0.1 -0.2 0.1
H -3.8540 -3.7941 -1.7767 0.2 -0.1 0.1
H -3.3226 -2.4217 1.4492 0.2 0.0 0.0
H -2.5650 -3.6385 0.3800 0.1 0.0 0.0
H -3.6399 -4.1403 1.6944 0.0 -0.1 0.0
H -2.2251 1.2583 0.3548 -0.1 0.0 -0.3
H -2.0308 2.8241 1.1064 0.0 0.2 -0.1
H -4.3467 1.1268 1.5095 -0.1 0.1 -0.1
H -2.5890 0.2834 2.6889 0.4 0.1 0.0
H -2.1145 1.9420 3.1813 0.1 0.0 0.1
H -3.6270 1.1929 3.7645 0.1 0.2 0.1
C 5.5310 -5.9292 2.0249 0.1 -0.1 -0.1
N 5.3068 -4.5886 1.4169 0.0 -0.1 0.1
O 5.6091 -4.4364 0.2544 0.0 0.0 -0.1
O 4.8326 -3.7349 2.1370 0.0 0.0 0.1
H 5.9544 -6.5797 1.2696 0.0 0.0 0.0
H 6.2100 -5.7952 2.8612 -0.1 0.0 0.0
H 4.5679 -6.2926 2.3697 0.0 0.0 0.1
C -0.6191 -1.3311 5.4026 0.0 0.0 0.1
N -0.4452 -2.0715 4.1227 0.0 0.0 0.0
O -0.3515 -3.2733 4.1719 0.0 -0.1 0.0
O -0.4049 -1.4094 3.1022 -0.1 0.2 -0.1
H -0.6340 -2.0499 6.2124 0.0 0.0 0.0
H 0.2171 -0.6449 5.4955 0.0 0.0 0.0
H -1.5565 -0.7870 5.3381 0.0 0.0 0.0
```
Positions in Å, forces in eV/Å.

Properties
charge	+1
largest force on an atom	1.0	eV Å⁻¹
highest occupied orbital energy	-11.9	eV
energy above the lowest of the compared OMol25 structures with the same formula, charge and spin	21.67	kcal/mol



Calculated E_LUMO (eV), listed in the same order as above: -2.360; -2.304